*i*
{
  "formula": "C2H7BrN",
  "method": "ωB97M-V/def2-TZVPD",
  "elements": ["C", "C", "N", "Br", "H", "H", "H", "H", "H", "H", "H"],
  "xyz": [[0.00192, 0.61137, 0.97615], [0.09743, -0.62748, 0.26391], [1.03586, -1.58745, 0.33702], [-1.82195, 1.80094, -1.88571], [0.00905, 1.52491, 0.28472], [-0.96318, 0.82476, 1.44180], [0.72950, 0.65519, 1.74568], [-0.53795, -0.75416, -0.54947], [-1.37628, 1.46047, -3.15014], [0.84849, -2.34541, -0.30626], [1.97710, -1.56314, 0.84230]],
  "mulliken_charge": [-0.9821, 0.4121, -0.2909, -0.2223, 0.2656, 0.3583, 0.3415, 0.2907, 0.2388, 0.2832, 0.3049],
  "e_homo_ev": -14.585,
  "homo_lumo_gap_ev": 9.2,
  "charge": 1
}

***

*ii*
{
  "formula": "C2H7BrN",
  "method": "ωB97M-V/def2-TZVPD",
  "elements": ["C", "C", "N", "Br", "H", "H", "H", "H", "H", "H", "H"],
  "xyz": [[-0.40387, 1.09789, -0.60971], [0.53464, -0.80322, 0.89582], [0.40932, -0.20209, -0.48368], [0.91037, -2.64833, 0.86005], [-0.99409, 1.16217, 0.34022], [0.11372, 2.11025, -0.82441], [-1.23079, 1.08723, -1.30493], [1.06569, -0.28563, 1.54408], [-1.62349, -0.40130, 1.65925], [1.29190, -0.25069, -1.01443], [-0.07341, -0.86628, -1.06226]],
  "mulliken_charge": [-0.5989, -0.4913, -0.1420, 0.0044, 0.1934, 0.3166, 0.3318, 0.4985, 0.1432, 0.3644, 0.3799],
  "e_homo_ev": [-14.276, -14.915],
  "homo_lumo_gap_ev": [9.3, 9.2],
  "charge": 1
}

***

Least stable: *ii*

***

*i*
{
  "formula": "C6H9IN2",
  "method": "ωB97M-V/def2-TZVPD",
  "elements": ["C", "C", "C", "C", "C", "C", "N", "N", "I", "H", "H", "H", "H", "H", "H", "H", "H", "H"],
  "xyz": [[-1.73304, -1.66168, -1.18088], [-2.05023, -1.47327, 0.12915], [-0.71547, -0.70965, -1.43175], [0.51156, 0.96671, 1.64147], [1.91337, 0.44628, -0.38799], [0.53116, 0.78050, 0.10715], [-1.31770, -0.54307, 0.69236], [-0.53822, -0.09138, -0.24663], [-0.08852, 2.79391, -0.71198], [-2.26214, -2.25779, -1.83595], [-2.63816, -2.05131, 0.86558], [-0.26765, -0.22480, -2.37176], [-0.35885, 1.41454, 2.21601], [1.35557, 1.57714, 2.08969], [0.70766, 0.00747, 1.99099], [1.92804, -0.01181, -1.39503], [2.52740, -0.34980, 0.05668], [2.49522, 1.38800, -0.22711]],
  "mulliken_charge": [-0.8733, -0.1837, -0.0924, -1.2189, -1.1094, -0.0181, -0.8802, 0.9738, 0.0591, 0.4351, 0.3786, 0.3383, 0.3415, 0.3561, 0.4896, 0.3089, 0.3451, 0.3499],
  "e_homo_ev": -9.213,
  "homo_lumo_gap_ev": 9.3,
  "smiles": "CC(C)(I)n1cccn1",
  "charge": 0
}

***

*ii*
{
  "formula": "C6H9IN2",
  "method": "ωB97M-V/def2-TZVPD",
  "elements": ["C", "C", "C", "C", "C", "C", "N", "N", "I", "H", "H", "H", "H", "H", "H", "H", "H", "H"],
  "xyz": [[-0.77145, 0.84529, -2.09417], [0.28147, 0.46640, -1.22366], [-0.30330, 0.45695, 0.00711], [1.67682, 0.12790, -1.58072], [-0.48215, -1.07184, 2.60098], [0.53277, -0.06806, 2.69829], [-1.64875, 0.74727, -0.04052], [-1.83779, 0.99597, -1.32891], [2.42663, -0.82098, 2.40865], [-0.76150, 0.96207, -3.13355], [2.16766, -0.54590, -0.90205], [1.63435, -0.27375, -2.55477], [2.49567, 0.97567, -1.68542], [-1.42415, -0.65068, 2.13261], [-0.71817, -1.36583, 3.62697], [-0.42113, -1.86508, 1.84535], [-0.06691, -0.06971, 0.86843], [-2.78007, 1.15429, -1.64462]],
  "mulliken_charge": [-0.6828, 0.5659, 0.9516, -1.0954, -0.9429, -0.3281, -0.7122, 0.2179, 0.0765, 0.5118, 0.2494, 0.3454, 0.2118, 0.3066, 0.3823, 0.3758, -0.6460, 0.2125],
  "e_homo_ev": -8.282,
  "homo_lumo_gap_ev": 7.7,
  "charge": 0
}

***

Least stable: *ii*

***

*i*
{
  "formula": "BrH14O7",
  "method": "ωB97M-V/def2-TZVPD",
  "elements": ["Br", "O", "H", "H", "O", "H", "H", "O", "H", "H", "O", "H", "H", "O", "H", "H", "O", "H", "H", "O", "H", "H"],
  "xyz": [[-0.13170, 0.02503, 0.12399], [2.92116, -1.29547, 0.25898], [3.70984, -0.70391, 0.48058], [2.03254, -0.79094, 0.43885], [-1.26761, -2.16485, 2.40896], [-1.23581, -2.95556, 1.77800], [-0.85141, -1.45659, 1.70043], [0.05096, -2.39988, -2.03048], [-0.18187, -1.83698, -1.42680], [0.56576, -3.01542, -1.42034], [1.47547, 0.14175, -2.80712], [0.76089, -0.38797, -2.29448], [2.33625, -0.56394, -2.95209], [-0.42958, 2.94786, -1.58444], [-1.35984, 2.93167, -1.84010], [-0.28665, 2.24766, -1.05500], [-3.02529, 1.78551, 0.36168], [-3.61989, 1.44132, 1.07156], [-2.14747, 1.36718, 0.29782], [0.03756, 1.83850, 3.04953], [0.76380, 1.25255, 3.25870], [-0.11712, 1.59249, 2.18177]],
  "mulliken_charge": [-0.9117, -0.6274, 0.2833, 0.3745, -0.6559, 0.3135, 0.4015, -0.5912, 0.2740, 0.3460, -0.6678, 0.3233, 0.3043, -0.6132, 0.3188, 0.2560, -0.6644, 0.2769, 0.2593, -0.6361, 0.3088, 0.3275],
  "e_homo_ev": -6.360,
  "homo_lumo_gap_ev": 9.6,
  "charge": -1
}

***

*ii*
{
  "formula": "BrH14O7",
  "method": "ωB97M-V/def2-TZVPD",
  "elements": ["Br", "O", "H", "H", "O", "H", "H", "O", "H", "H", "O", "H", "H", "O", "H", "H", "O", "H", "H", "O", "H", "H"],
  "xyz": [[-0.28067, 0.28763, 0.28600], [1.61895, -2.71287, 1.62567], [1.11624, -2.16026, 1.02723], [1.76733, -3.52256, 1.13720], [-2.84355, 2.43397, 0.60917], [-2.56803, 1.52696, 0.47628], [-3.23908, 2.68920, -0.22429], [0.64929, -1.10905, -2.51145], [0.32067, -0.60343, -1.76809], [0.49531, -0.54703, -3.27083], [0.21305, 1.82216, 3.22563], [0.23628, 1.60998, 2.29253], [-0.62237, 2.27295, 3.34851], [3.33035, -0.07350, -0.36454], [3.05399, -0.28507, -1.25623], [2.51358, -0.00384, 0.12968], [-1.19076, -2.99233, 0.27295], [-1.13969, -3.48302, 1.09323], [-1.10290, -2.07606, 0.53554], [-0.87093, 2.68322, -2.16388], [-1.12845, 2.11877, -2.89279], [-0.32857, 2.12422, -1.60746]],
  "mulliken_charge": [-0.9264, -0.6063, 0.3287, 0.3015, -0.6104, 0.2806, 0.2805, -0.5868, 0.2799, 0.2890, -0.6314, 0.2955, 0.3118, -0.6379, 0.3372, 0.3125, -0.6034, 0.3198, 0.2761, -0.6124, 0.2933, 0.3087],
  "e_homo_ev": -6.074,
  "homo_lumo_gap_ev": 9.2,
  "charge": -1
}

***

Least stable: *i*

***

*i*
{
  "formula": "C37H47Br2F5I2N4O2PPbSTe",
  "method": "ωB97M-V/def2-TZVPD",
  "elements": ["Pb", "C", "C", "C", "C", "C", "C", "Br", "C", "C", "Br", "C", "O", "C", "N", "H", "H", "H", "H", "H", "H", "I", "C", "I", "H", "H", "C", "C", "C", "P", "C", "C", "C", "C", "C", "C", "C", "C", "C", "C", "N", "C", "C", "C", "C", "C", "C", "C", "C", "C", "H", "H", "H", "H", "H", "H", "H", "H", "H", "H", "H", "H", "H", "H", "H", "H", "H", "H", "H", "H", "H", "H", "H", "H", "H", "H", "H", "H", "H", "H", "H", "F", "Te", "F", "F", "F", "F", "O", "C", "N", "C", "C", "N", "C", "S", "H", "H", "H", "H", "H", "H", "H", "H"],
  "xyz": [[1.60663, 0.43482, 1.55315], [-1.00558, 2.69201, 2.73582], [0.31078, 3.13534, 3.30827], [0.34720, 4.18990, 4.24441], [1.54062, 4.55409, 4.79509], [2.72459, 3.86661, 4.45043], [3.99648, 4.12934, 5.01076], [4.22311, 5.52102, 6.27426], [5.06592, 3.35873, 4.66802], [4.92397, 2.30769, 3.74605], [6.42900, 1.23716, 3.37169], [3.72925, 2.02962, 3.10982], [3.59417, 1.06227, 2.22507], [2.61073, 2.82951, 3.49997], [1.40616, 2.51097, 2.94358], [-1.53721, 3.53488, 2.29096], [-1.63975, 2.28783, 3.52825], [-0.87708, 1.93058, 1.96632], [-0.57215, 4.69063, 4.51650], [1.59296, 5.35586, 5.51877], [6.03616, 3.53790, 5.10931], [3.12616, -1.82606, 4.07546], [3.43216, -3.02088, 2.35019], [1.86813, -2.95401, 0.90392], [3.48932, -4.04771, 2.68611], [4.34639, -2.68255, 1.87967], [-0.07910, 4.12817, -0.39834], [0.51226, 3.17852, -1.43573], [2.03137, 3.36426, -1.49161], [0.10901, 1.38309, -1.13702], [0.48977, 0.65728, -2.82955], [-0.72663, 0.43615, -3.72630], [1.35092, -0.60396, -2.78333], [-1.74903, 1.50137, -1.09895], [-2.44515, 2.41250, -1.87975], [-3.82265, 2.60855, -1.78389], [-4.50645, 3.64669, -2.61797], [-4.55468, 1.85410, -0.85557], [-3.92185, 0.90121, -0.10698], [-2.52210, 0.69364, -0.22712], [-1.90320, -0.21487, 0.56584], [-2.48351, -1.33271, 0.96057], [-2.04210, -1.86614, 2.24223], [-1.27835, -1.01706, 3.20512], [-2.46426, -3.10508, 2.63561], [-3.31099, -3.87372, 1.82925], [-3.75300, -5.22986, 2.26457], [-3.76154, -3.35718, 0.61076], [-3.40177, -2.11874, 0.13949], [-3.86950, -1.80527, -1.25748], [0.05824, 5.15824, -0.73311], [0.45353, 4.02761, 0.54997], [-1.14311, 3.97795, -0.21481], [0.11808, 3.42545, -2.42809], [2.54389, 2.61632, -2.09342], [2.46558, 3.31800, -0.49147], [2.25816, 4.34662, -1.90970], [1.09870, 1.45735, -3.26269], [-1.47083, -0.20124, -3.24078], [-0.40098, -0.07516, -4.63479], [-1.20723, 1.36249, -4.03584], [0.74936, -1.46479, -2.47246], [2.19716, -0.50331, -2.11166], [1.73644, -0.79378, -3.78787], [-1.90690, 3.03695, -2.57880], [-3.86173, 4.01289, -3.41378], [-4.79260, 4.49680, -1.99403], [-5.42270, 3.25155, -3.05773], [-5.61495, 2.03301, -0.72887], [-4.46202, 0.33325, 0.63935], [-1.95038, -0.69977, 4.00744], [-0.88830, -0.11816, 2.74136], [-0.46564, -1.58622, 3.65898], [-2.15248, -3.49279, 3.59764], [-3.23219, -5.55998, 3.15985], [-3.58774, -5.95661, 1.46791], [-4.82626, -5.22026, 2.47085], [-4.39431, -3.97976, -0.01094], [-4.96050, -1.82824, -1.27811], [-3.49156, -2.59058, -1.91045], [-3.54372, -0.85775, -1.66604], [6.54860, 0.85542, -0.09450], [4.71264, 0.74635, -0.25159], [4.93390, -0.66510, -1.46902], [4.77028, 1.71441, -1.85340], [4.76703, 2.47935, 0.46194], [4.91601, -0.67674, 0.96667], [2.88614, 0.61811, -0.27134], [-1.68868, -4.44201, -4.04978], [-0.32352, -4.57304, -3.60698], [0.69864, -5.20819, -4.43405], [1.98045, -5.04751, -3.59527], [1.47084, -4.43524, -2.37627], [0.16366, -4.13865, -2.43648], [-0.70012, -3.33149, -1.23024], [-1.93583, -5.28535, -4.69363], [-1.84429, -3.51484, -4.60744], [-2.34862, -4.44923, -3.18591], [0.77319, -4.70814, -5.40081], [0.44484, -6.25522, -4.61005], [2.70900, -4.39966, -4.08268], [2.45295, -6.00596, -3.38623], [2.04426, -4.10984, -1.61662]],
  "mulliken_charge": [0.6768, -0.8163, 0.6756, -1.3404, -0.8669, 0.9958, -0.1843, -0.2179, -0.3585, 0.1841, -0.1563, -0.6424, -0.5255, 0.0819, 0.6897, 0.5160, 0.5302, -0.5489, 0.5182, 0.3715, 0.4537, 0.0750, -0.8695, 0.2660, 0.5811, 0.3789, -1.4261, 0.1695, -1.5182, 0.9336, 0.7976, -1.5829, -1.1719, 0.4269, -0.1648, 0.6464, -1.7573, -1.1624, 0.1156, -1.3444, 0.4138, -0.4775, 0.9412, -1.0408, -0.9294, 0.9457, -1.6819, -0.7015, 1.7963, -1.0892, 0.5374, 0.0625, 0.1794, 0.6799, 0.3268, 0.0824, 0.4649, 0.5272, 0.1619, 0.5195, 0.3533, 0.0725, -0.3221, 0.6349, 0.2133, 0.3825, 0.3491, 0.4113, 0.4777, 0.6738, 0.3311, -0.4652, 0.3937, 0.4631, 0.3970, 0.3813, 0.3621, 0.4954, 0.4459, 0.0977, -0.0492, -0.3205, 2.0024, -0.4175, -0.4259, -0.4256, -0.4331, -0.1099, -0.9504, 0.0746, -0.5913, -0.5685, 0.1944, -0.1300, -0.2513, 0.3730, 0.2510, 0.2760, 0.3399, 0.3523, 0.3011, 0.3225, -0.1099],
  "e_homo_ev": [-9.519, -9.519],
  "homo_lumo_gap_ev": [3.8, 3.8],
  "charge": 1
}

***

*ii*
{
  "formula": "C37H47Br2F5I2N4O2PPbSTe",
  "method": "ωB97M-V/def2-TZVPD",
  "elements": ["Pb", "C", "C", "C", "C", "C", "C", "Br", "C", "C", "Br", "C", "O", "C", "N", "H", "H", "H", "H", "H", "H", "I", "C", "I", "H", "H", "C", "C", "C", "P", "C", "C", "C", "C", "C", "C", "C", "C", "C", "C", "N", "C", "C", "C", "C", "C", "C", "C", "C", "C", "H", "H", "H", "H", "H", "H", "H", "H", "H", "H", "H", "H", "H", "H", "H", "H", "H", "H", "H", "H", "H", "H", "H", "H", "H", "H", "H", "H", "H", "H", "H", "F", "Te", "F", "F", "F", "F", "O", "C", "N", "C", "C", "N", "C", "S", "H", "H", "H", "H", "H", "H", "H", "H"],
  "xyz": [[-0.08727, 0.09259, 1.26772], [-1.44319, -2.96545, 2.72176], [-1.96311, -1.80267, 3.51698], [-2.72109, -2.01865, 4.68746], [-3.14604, -0.94732, 5.41933], [-2.81014, 0.36626, 5.02651], [-3.15008, 1.53871, 5.74251], [-4.18173, 1.43205, 7.32459], [-2.71461, 2.75678, 5.30947], [-1.93499, 2.86540, 4.14594], [-1.31653, 4.56776, 3.63282], [-1.60757, 1.77030, 3.36609], [-0.90118, 1.85982, 2.26008], [-2.05441, 0.50173, 3.84334], [-1.67575, -0.58604, 3.11550], [-2.25456, -3.64355, 2.45081], [-0.72474, -3.53472, 3.31733], [-0.95513, -2.63804, 1.80330], [-2.95357, -3.03070, 4.99059], [-3.72750, -1.09024, 6.31992], [-2.95585, 3.65468, 5.86049], [2.42264, 1.99794, 3.28045], [3.05193, 2.64236, 1.36090], [2.96629, 1.15215, -0.15721], [4.09083, 2.93118, 1.45046], [2.41521, 3.46822, 1.06860], [-3.76129, -2.30763, 0.16966], [-3.28435, -1.50089, -1.03532], [-3.77275, -0.05427, -0.91601], [-1.43587, -1.53353, -1.24422], [-1.25352, -0.94765, -3.02309], [-1.02445, -2.05202, -4.05402], [-0.19975, 0.14669, -3.18463], [-1.18767, -3.36974, -1.34569], [-2.11460, -4.23194, -1.91638], [-1.97954, -5.61826, -1.89040], [-3.03814, -6.50225, -2.47617], [-0.85915, -6.18152, -1.26110], [0.11060, -5.37022, -0.73866], [-0.02837, -3.96137, -0.79085], [0.91004, -3.17009, -0.20466], [2.19105, -3.46848, -0.21217], [2.96730, -2.98800, 0.92544], [2.28584, -2.51558, 2.16869], [4.32700, -3.11775, 0.91243], [4.99001, -3.69709, -0.17659], [6.47596, -3.81820, -0.18540], [4.25219, -4.17551, -1.26456], [2.88481, -4.09667, -1.33481], [2.28011, -4.48973, -2.65613], [-4.85002, -2.38424, 0.14785], [-3.49548, -1.79216, 1.09649], [-3.35760, -3.31991, 0.21025], [-3.72035, -1.91152, -1.95347], [-3.33891, 0.61194, -1.65913], [-3.53172, 0.35993, 0.06407], [-4.85771, -0.02672, -1.03165], [-2.23556, -0.50027, -3.20540], [-0.15229, -2.65967, -3.79881], [-0.82646, -1.59097, -5.02419], [-1.88331, -2.70961, -4.17929], [0.80137, -0.28495, -3.12756], [-0.29163, 0.92424, -2.42864], [-0.32408, 0.60871, -4.16729], [-3.00568, -3.82863, -2.37923], [-3.73862, -5.93900, -3.08894], [-3.60183, -6.98976, -1.67728], [-2.59444, -7.29266, -3.08229], [-0.76899, -7.25782, -1.18364], [0.96389, -5.78641, -0.21654], [2.37083, -3.29093, 2.93545], [1.22819, -2.33242, 2.01152], [2.76903, -1.61560, 2.55292], [4.90368, -2.78317, 1.76611], [6.93329, -3.29368, 0.64972], [6.88064, -3.42572, -1.11960], [6.76009, -4.87243, -0.13237], [4.79048, -4.58092, -2.11337], [2.50101, -5.54004, -2.85281], [2.76187, -3.88176, -3.42353], [1.21078, -4.34747, -2.74496], [-1.90339, 4.88248, 0.08722], [-1.47742, 3.11086, -0.21083], [-0.49371, 3.64539, -1.71295], [-2.82694, 3.00063, -1.49761], [-2.90828, 2.78827, 0.95217], [0.12324, 3.57377, 0.66464], [-1.00116, 1.35399, -0.37782], [3.91518, -1.72544, -5.67256], [3.76788, -0.38801, -5.15410], [3.82256, 0.78670, -6.01967], [3.54382, 1.95061, -5.05056], [3.47434, 1.26712, -3.76582], [3.55904, -0.06741, -3.86975], [3.40482, -1.16195, -2.59133], [4.57933, -1.70143, -6.53595], [2.95445, -2.14751, -5.97846], [4.35346, -2.36111, -4.90565], [3.07160, 0.71580, -6.80768], [4.80467, 0.86324, -6.49004], [2.60386, 2.45430, -5.27551], [4.34419, 2.68873, -5.05978], [3.22508, 1.70966, -2.89769]],
  "mulliken_charge": [0.6822, -0.8083, 0.6458, -1.3286, -0.8024, 0.9803, -0.2073, -0.2187, -0.3571, 0.1489, -0.1542, -0.5656, -0.5889, 0.0427, 0.6789, 0.5095, 0.5452, -0.5517, 0.5126, 0.3782, 0.4557, 0.0836, -0.8771, 0.2279, 0.5788, 0.3750, -1.3948, 0.1726, -1.5041, 0.8476, 0.7680, -1.5651, -1.1598, 0.3424, -0.1004, 0.7051, -1.7543, -1.1789, 0.1552, -1.4497, 0.4369, -0.3241, 1.0300, -1.0686, -0.9361, 1.0174, -1.7280, -0.5709, 1.5155, -1.0638, 0.5436, 0.0468, 0.1837, 0.6637, 0.3402, 0.0868, 0.4591, 0.5946, 0.1534, 0.5126, 0.3512, 0.0681, -0.3266, 0.6313, 0.2173, 0.3851, 0.3483, 0.4113, 0.4698, 0.6586, 0.3349, -0.4044, 0.3871, 0.4763, 0.3993, 0.3775, 0.3654, 0.4627, 0.4393, 0.0922, -0.0817, -0.3298, 2.0423, -0.4212, -0.4232, -0.4246, -0.4390, -0.1486, -0.9886, 0.0675, -0.5874, -0.5656, 0.2057, -0.0973, -0.2658, 0.3738, 0.2596, 0.3008, 0.3424, 0.3460, 0.2949, 0.3334, -0.1011],
  "e_homo_ev": [-9.490, -9.490],
  "homo_lumo_gap_ev": [3.8, 3.8],
  "charge": 1
}

***

Least stable: *i*